[1]
6 unconnected molecules or ions with the total composition C24H34Cl20N2, computed with ωB97M-V/def2-TZVPD.

Geometry as ORCA input:
```
! wB97M-V def2-TZVPD RIJCOSX def2/J DEFGRID3
* xyz 0 1
C 6.07 1.43 0.91
C 5.93 0.98 -0.63
C 5.60 -0.57 -0.84
C 4.50 -1.17 0.16
C 3.05 -0.47 -0.05
C 2.15 -1.26 -1.11
C 1.60 -2.67 -0.57
C 0.54 -2.52 0.64
C -0.73 -1.61 0.26
C -1.38 -1.94 -1.17
C -2.94 -2.21 -1.00
C -3.77 -1.00 -0.36
C -4.48 -0.13 -1.52
C -4.66 1.42 -1.16
C -5.98 1.79 -0.35
C -6.43 0.71 0.75
C -7.22 1.53 1.88
N -7.77 2.11 2.76
C -7.52 -0.33 0.12
C -8.96 0.31 0.41
N -10.11 0.49 0.66
H 7.01 0.95 1.35
H 5.16 1.13 1.52
H 6.18 2.56 1.04
H 6.96 1.16 -1.11
H 5.19 1.67 -1.13
H 6.56 -1.17 -0.73
H 5.22 -0.75 -1.91
H 4.86 -1.00 1.23
H 4.43 -2.31 0.02
H 3.14 0.62 -0.36
H 2.51 -0.52 0.96
H 2.68 -1.47 -2.10
H 1.23 -0.63 -1.36
H 2.48 -3.26 -0.16
H 1.16 -3.28 -1.44
H 1.06 -2.01 1.51
H 0.13 -3.54 0.98
H -0.47 -0.49 0.25
H -1.53 -1.74 1.07
H -0.91 -2.83 -1.71
H -1.27 -1.03 -1.87
H -3.13 -3.13 -0.35
H -3.41 -2.42 -2.02
H -3.18 -0.34 0.35
H -4.64 -1.46 0.24
H -5.43 -0.64 -1.89
H -3.74 -0.17 -2.41
H -4.72 1.98 -2.16
H -3.74 1.87 -0.64
H -6.86 1.95 -1.06
H -5.76 2.76 0.23
H -5.58 0.19 1.29
H -7.45 -1.35 0.61
H -7.44 -0.38 -1.03
C 8.42 4.06 -2.54
Cl 7.51 2.82 -3.43
Cl 10.12 4.05 -3.08
Cl 7.72 5.66 -2.86
Cl 8.35 3.72 -0.80
C -8.90 -3.78 3.01
Cl -10.23 -4.89 3.36
Cl -7.76 -4.55 1.88
Cl -9.54 -2.30 2.27
Cl -8.05 -3.38 4.51
C 4.27 3.53 3.77
Cl 5.90 3.03 4.27
Cl 3.45 4.32 5.14
Cl 4.39 4.68 2.42
Cl 3.34 2.11 3.27
C 5.59 0.08 -5.95
Cl 4.47 0.43 -4.63
Cl 4.73 -0.79 -7.24
Cl 6.25 1.60 -6.60
Cl 6.93 -0.93 -5.35
C -0.23 0.94 4.32
Cl 0.13 2.62 4.79
Cl 0.81 -0.16 5.24
Cl -1.93 0.58 4.66
Cl 0.09 0.74 2.58
*
```

Computed properties:
**HOMO energy**: -0.3945 hartree
**HOMO-LUMO gap**: 10.73 eV
**SMILES**: CCCCCCCCCCCCCCC[C@@H](C#N)CC#N.ClC(Cl)(Cl)Cl.ClC(Cl)(Cl)Cl.ClC(Cl)(Cl)Cl.ClC(Cl)(Cl)Cl.ClC(Cl)(Cl)Cl

***

[2]
2 unconnected molecules or ions with the total composition C24H34Cl2F8N5O6, computed with ωB97M-V/def2-TZVPD.

Geometry as ORCA input:
```
! wB97M-V def2-TZVPD RIJCOSX def2/J DEFGRID3
* xyz 1 1
C 2.16 -5.80 -0.93
C 0.56 -5.96 -0.77
O -0.17 -5.91 -2.02
C -1.23 -4.91 -1.96
C -0.53 -3.50 -2.26
O -1.44 -2.37 -2.36
C -1.44 -1.52 -1.21
C -1.59 -2.15 0.26
C -0.65 -1.43 1.39
O -0.75 -2.30 2.57
N -0.47 -0.39 -1.10
C 0.81 -0.47 -1.87
O 0.63 -0.45 -3.33
N 1.66 0.28 -3.84
O 1.42 0.42 -5.00
C -1.05 0.88 -1.61
N -0.73 2.13 -1.35
C 0.40 2.47 -0.43
Cl -0.20 3.52 0.95
C 1.64 3.13 -1.25
C 1.58 4.75 -1.13
Cl 3.27 2.48 -0.67
N -2.17 0.37 -2.47
C -2.78 -0.62 -1.49
C -3.31 0.36 -0.33
C -4.04 -1.32 -2.18
C -4.80 -0.56 -3.33
C -6.03 -1.38 -3.84
C -6.44 -2.78 -3.35
N -5.71 -3.42 -2.32
C -4.62 -2.70 -1.80
H 2.58 -5.16 -0.06
H 2.70 -6.82 -0.84
H 2.48 -5.27 -1.89
H 0.24 -5.11 -0.06
H 0.38 -6.95 -0.22
H -1.97 -5.11 -2.82
H -1.77 -4.93 -0.95
H 0.23 -3.32 -1.41
H 0.09 -3.53 -3.23
H -2.67 -2.09 0.68
H -1.32 -3.27 0.34
H 0.46 -1.44 1.10
H -1.04 -0.41 1.72
H -1.60 -2.12 3.02
H 1.57 0.35 -1.62
H 1.34 -1.47 -1.62
H -1.26 2.92 -1.77
H 0.82 1.50 0.02
H 1.59 2.87 -2.37
H 2.29 5.24 -1.89
H 0.49 5.04 -1.35
H 1.92 5.06 -0.08
H -1.89 -0.01 -3.38
H -3.60 1.39 -0.77
H -2.63 0.44 0.59
H -4.30 -0.09 0.05
H -4.51 0.48 -3.70
H -6.68 -0.90 -4.66
H -7.36 -3.27 -3.81
H -4.06 -3.22 -0.93
C 2.34 4.70 4.68
C 2.54 3.64 5.79
C 3.90 3.64 6.50
F 4.94 3.49 5.67
F 3.96 2.60 7.38
F 2.24 2.42 5.29
F 1.59 3.89 6.74
O 2.60 4.30 3.32
C 3.94 4.29 2.88
C 4.50 2.88 2.65
F 4.29 2.06 3.71
F 5.83 2.91 2.44
F 4.68 5.02 3.73
F 3.96 4.97 1.71
H 1.27 4.93 4.69
H 2.83 5.64 4.92
H 4.04 4.56 7.07
H 4.02 2.41 1.78
*
```

Computed properties:
**HOMO energy**: -0.4282 hartree
**HOMO-LUMO gap**: 7.26 eV

***

[3]
A molecular structure, C24H34CuGeNO2Si, computed with ωB97M-V/def2-TZVPD.

Geometry as ORCA input:
```
! wB97M-V def2-TZVPD RIJCOSX def2/J DEFGRID3
* xyz 0 1
Cu 13.44 6.44 9.40
C 16.33 5.36 8.81
Si 15.17 6.61 7.93
C 14.90 5.86 6.31
C 16.06 8.26 7.68
C 17.11 8.63 8.63
C 18.03 9.61 8.19
C 17.88 10.13 6.90
C 16.69 9.96 6.15
C 15.74 9.06 6.59
H 17.29 5.79 9.15
H 16.54 4.61 8.05
H 15.99 4.84 9.76
H 15.86 5.84 5.74
H 14.21 6.47 5.72
H 14.43 4.85 6.39
H 17.13 8.24 9.69
H 18.85 9.78 8.83
H 18.70 10.73 6.58
H 16.53 10.54 5.29
H 14.69 9.00 6.18
O 11.94 5.90 7.06
C 11.16 6.22 7.94
N 11.53 6.44 9.26
C 10.47 6.76 10.04
O 10.39 6.81 11.29
C 9.32 6.97 9.15
C 8.13 7.57 9.52
C 7.27 7.94 8.44
C 7.72 7.77 7.14
C 8.82 7.02 6.83
C 9.71 6.66 7.82
H 7.89 7.78 10.54
H 6.23 8.31 8.65
H 7.09 8.17 6.33
H 9.13 6.89 5.78
C 12.14 11.67 13.13
C 12.80 11.17 11.81
C 12.94 9.65 11.67
C 14.29 9.08 11.12
Ge 14.46 7.11 11.40
C 13.52 6.59 13.13
C 13.90 7.44 14.33
C 13.75 6.68 15.70
C 14.75 5.49 15.83
H 12.28 12.77 13.12
H 12.76 11.30 13.98
H 11.12 11.39 13.22
H 13.80 11.55 11.67
H 12.25 11.63 10.98
H 12.06 9.28 11.13
H 12.69 9.20 12.65
H 15.13 9.58 11.65
H 14.61 9.31 10.09
H 16.01 7.12 11.63
H 13.59 5.51 13.32
H 12.49 6.66 12.84
H 13.31 8.36 14.47
H 14.94 7.79 14.24
H 12.72 6.36 15.85
H 13.90 7.42 16.54
H 14.54 4.79 16.68
H 15.72 5.92 16.04
H 14.68 4.85 14.89
*
```

Computed properties:
**HOMO energy (alpha / beta)**: -0.3043 / -0.3043 hartree
**HOMO-LUMO gap (alpha / beta)**: 6.40 / 6.40 eV

***

[4]
8 unconnected molecules or ions with the total composition C24H34F18O14, computed with ωB97M-V/def2-TZVPD.

Geometry as ORCA input:
```
! wB97M-V def2-TZVPD RIJCOSX def2/J DEFGRID3
* xyz 0 1
C -10.11 -18.13 17.25
C -8.76 -18.72 17.38
O -8.84 -19.57 18.55
C -7.67 -19.95 19.02
O -6.67 -19.85 18.39
C -7.66 -20.56 20.41
F -6.59 -21.37 20.49
F -7.50 -19.60 21.32
F -8.73 -21.26 20.70
H -10.90 -18.92 17.25
H -10.12 -17.63 16.28
H -10.44 -17.39 17.97
H -7.99 -17.99 17.63
H -8.37 -19.41 16.53
C -8.32 -8.13 13.51
C -7.93 -9.33 14.37
O -8.21 -10.59 13.58
C -8.26 -11.72 14.32
O -7.99 -11.97 15.49
C -8.39 -12.83 13.30
F -9.33 -12.40 12.38
F -7.29 -13.25 12.60
F -8.84 -13.92 13.89
H -9.23 -8.36 12.96
H -7.52 -7.70 12.90
H -8.52 -7.36 14.27
H -8.63 -9.35 15.21
H -6.92 -9.38 14.70
C -4.60 -15.96 14.66
C -3.22 -15.28 14.85
O -3.32 -13.83 14.79
C -3.61 -13.17 15.86
O -3.63 -13.42 17.01
C -3.92 -11.70 15.39
F -4.25 -10.90 16.42
F -2.88 -11.16 14.74
F -4.99 -11.78 14.57
H -5.15 -15.35 13.94
H -5.15 -15.73 15.58
H -4.55 -17.02 14.38
H -2.66 -15.43 13.95
H -2.65 -15.53 15.80
C -0.96 -19.54 17.12
C -0.95 -18.12 16.71
O -2.17 -17.44 17.32
C -2.13 -17.08 18.59
O -1.17 -17.01 19.30
C -3.54 -16.65 19.01
F -4.15 -17.78 19.46
F -3.58 -15.78 20.01
F -4.27 -16.10 18.05
H -1.91 -19.96 16.82
H -0.94 -19.60 18.21
H -0.13 -20.01 16.60
H -1.15 -18.06 15.65
H -0.06 -17.56 17.05
C -5.02 -10.22 20.44
C -5.67 -11.48 19.80
O -6.79 -11.87 20.69
C -6.55 -12.92 21.44
O -5.46 -13.36 21.66
C -7.71 -13.38 22.25
F -8.84 -13.35 21.38
F -7.61 -14.62 22.75
F -8.04 -12.56 23.24
H -5.73 -9.38 20.57
H -4.17 -9.76 19.90
H -4.57 -10.44 21.41
H -4.97 -12.39 19.76
H -6.20 -11.42 18.84
C -10.95 -13.27 16.73
C -10.27 -12.55 17.89
O -9.01 -13.24 18.25
C -9.02 -14.51 18.60
O -9.99 -15.22 18.72
C -7.56 -14.99 18.65
F -7.31 -15.55 19.79
F -7.47 -15.90 17.66
F -6.64 -14.08 18.53
H -11.54 -14.15 16.96
H -10.24 -13.56 15.96
H -11.69 -12.59 16.27
H -10.99 -12.54 18.69
H -9.95 -11.53 17.65
O -9.02 -9.92 19.76
H -8.21 -10.43 19.93
H -9.57 -9.89 20.53
O -9.56 -8.41 17.36
H -9.27 -8.98 18.09
H -9.49 -7.51 17.70
*
```

Computed properties:
**HOMO energy**: -0.4003 hartree
**HOMO-LUMO gap**: 11.24 eV
**SMILES**: CCOC(=O)C(F)(F)F.CCOC(=O)C(F)(F)F.CCOC(=O)C(F)(F)F.CCOC(=O)C(F)(F)F.CCOC(=O)C(F)(F)F.CCOC(=O)C(F)(F)F.O.O

***

Ordered F_max results: 0.0989; 0.1119; 0.0690; 0.0730; unit Eh/bohr.